The following is a quantum chemistry calculation of a molecular structure, C6H8MgNaO6 in a non-equilibrium geometry, from the OMol25 dataset.

Values from the calculation:
**Net charge**: +1
**Multiplicity**: 1
**Orbital gap (alpha / beta)**: 0.2350 / 0.2350 Ha
**Relative energy (zero: lowest compared OMol25 entry of this formula, charge and spin)**: 0.0 kcal per mole
**E_LUMO (alpha / beta)**: -0.181 / -0.181 hartree

Last column: Löwdin charge in e.
Element x y z (Å)
1 O 1.215 0.763 0.738  -0.12
2 C 1.467 -0.469 0.035  -0.51
3 C 1.728 0.683 2.084  -0.09
4 O 1.756 -0.374 -1.158  0.05
5 O 2.244 -1.209 0.836  0.07
6 C 2.172 -0.771 2.197  -0.08
7 H 0.947 0.928 2.812  0.14
8 H 2.552 1.400 2.160  0.14
9 H 1.423 -1.379 2.719  0.14
10 H 3.159 -0.888 2.653  0.15
11 Mg -0.648 1.605 0.273  1.08
12 O -1.340 -0.093 1.057  -0.14
13 O -1.553 -1.397 -0.720  -0.03
14 C -2.508 -0.476 -1.296  -0.14
15 C -1.791 0.519 -2.210  -0.30
16 O -0.746 1.217 -1.590  -0.38
17 C -0.898 -1.069 0.394  -0.23
18 H -3.179 -1.098 -1.899  0.14
19 H -3.075 0.045 -0.513  0.12
20 H -2.504 1.227 -2.664  0.13
21 H -1.510 -0.067 -3.105  0.12
22 Na 1.089 0.904 -2.804  0.73

The following is a quantum chemistry calculation of a molecular structure, C25H38As3BrN2O2Pd in a non-equilibrium geometry, from the OMol25 dataset.

Values from the calculation:
**Net charge**: +2
**Multiplicity**: 1
**Orbital gap**: 0.2319 Ha
**Relative energy (zero: lowest compared OMol25 entry of this formula, charge and spin)**: 0.0 kcal per mole
**E_LUMO**: -0.250 hartree

Last column: Löwdin charge in e.
Element x y z (Å)
1 Pd -0.240 0.499 -1.216  0.51
2 C -1.880 0.623 1.952  -0.23
3 As -0.158 0.430 1.100  1.12
4 C 0.398 -1.367 1.530  -0.22
5 C 1.192 1.511 1.974  -0.30
6 C 1.183 3.030 1.736  -0.67
7 C -0.212 3.605 2.002  -0.06
8 C 1.624 3.351 0.304  -0.32
9 As 0.485 2.732 -1.142  1.08
10 C 1.603 3.000 -2.699  -0.25
11 C -0.951 4.005 -1.379  -0.25
12 C 2.160 3.685 2.730  -0.37
13 As 4.146 3.464 2.772  1.16
14 C 4.512 1.742 1.888  -0.35
15 C 4.651 4.622 1.269  -0.34
16 H -1.753 0.636 3.034  0.06
17 H -2.476 -0.245 1.670  0.03
18 H -2.380 1.532 1.636  0.03
19 H 0.471 -1.485 2.611  0.06
20 H 1.367 -1.566 1.077  0.05
21 H -0.340 -2.061 1.134  0.03
22 H 2.133 1.075 1.634  0.05
23 H 1.098 1.290 3.041  0.11
24 H -0.962 3.183 1.329  0.03
25 H -0.216 4.687 1.861  0.10
26 H -0.527 3.404 3.027  0.10
27 H 2.605 2.916 0.108  0.05
28 H 1.714 4.432 0.166  0.10
29 H 1.926 4.039 -2.749  0.05
30 H 1.034 2.763 -3.597  0.04
31 H 2.479 2.357 -2.638  0.02
32 H -0.580 5.014 -1.203  0.05
33 H -1.774 3.798 -0.700  0.03
34 H -1.302 3.926 -2.406  0.04
35 H 1.827 3.435 3.741  0.07
36 H 2.050 4.771 2.652  0.08
37 H 4.178 0.909 2.505  0.02
38 H 5.597 1.675 1.810  0.03
39 H 4.100 1.655 0.880  0.00
40 H 4.287 5.632 1.453  0.03
41 H 4.293 4.275 0.300  0.00
42 H 5.739 4.664 1.239  0.03
43 C 2.649 -0.777 -2.897  -0.02
44 O 1.356 -1.064 -2.349  -0.16
45 C 0.943 -2.355 -2.146  -0.20
46 C 1.679 -3.489 -2.409  -0.03
47 C 1.141 -4.752 -2.155  -0.67
48 Br 2.186 -6.278 -2.516  0.82
49 C -0.131 -4.890 -1.662  -0.07
50 C -0.893 -3.743 -1.399  -0.07
51 C -0.366 -2.456 -1.624  -0.27
52 O -1.092 -1.366 -1.396  -0.26
53 C -2.264 -3.858 -0.935  -0.16
54 N -3.040 -2.794 -0.688  0.21
55 C -4.304 -3.219 -0.302  -0.15
56 C -5.457 -2.526 0.046  0.00
57 C -6.559 -3.286 0.382  -0.05
58 C -6.518 -4.688 0.374  -0.05
59 C -5.373 -5.378 0.027  0.01
60 C -4.267 -4.612 -0.311  -0.15
61 N -2.978 -4.967 -0.710  0.21
62 H 3.316 -1.632 -2.879  0.08
63 H 3.088 0.010 -2.286  0.08
64 H 2.533 -0.435 -3.924  0.11
65 H 2.674 -3.440 -2.823  0.10
66 H -0.530 -5.880 -1.493  0.11
67 H -2.520 -1.924 -0.878  0.12
68 H -5.494 -1.445 0.042  0.12
69 H -7.481 -2.792 0.655  0.12
70 H -7.406 -5.242 0.642  0.12
71 H -5.345 -6.459 0.018  0.13
72 H -2.645 -5.908 -0.841  0.18